Record 1
Molecular formula: C42H46N6O2S2Ti
Method: DFT, wB97M-V/def2-TZVPD

Its energy above the lowest of the compared OMol25 structures with the same formula, charge and spin is 0.000 eV. The HOMO-LUMO gap (spin up / spin down) is 4.522 / 6.606 eV. The spin multiplicity is 3. The expectation value of S² is 2.044. The total energy is -102110.987 eV. Its maximum force is 2.8 eV/Å. Its total charge is +2.

Element x y z (Å)
Ti -16.4583 -12.4054 -8.6935
C -17.3853 -7.9530 -13.4082
C -17.6336 -8.8483 -12.2322
C -18.3830 -8.4280 -11.1424
C -18.6538 -9.2591 -10.0490
C -19.5044 -8.9538 -8.9280
N -19.9636 -7.7295 -8.5183
C -18.9538 -6.6513 -8.2054
C -17.9557 -7.2664 -7.2058
C -18.5293 -7.9237 -5.9437
N -17.9705 -9.2537 -5.6934
C -17.7274 -9.8124 -4.5231
C -17.3081 -11.1517 -4.3886
C -17.1196 -11.6442 -3.0635
C -16.8264 -12.9507 -2.8236
C -16.6185 -13.4666 -1.4370
C -16.6513 -13.8230 -3.8988
C -16.8020 -13.3790 -5.2241
C -16.4399 -14.3185 -6.2905
N -16.4321 -14.1745 -7.5757
C -16.3309 -15.3419 -8.4901
C -17.5932 -15.4581 -9.4677
C -17.3466 -14.7250 -10.7585
N -17.2613 -13.2864 -10.4915
C -17.4190 -12.4608 -11.4752
C -17.4474 -11.0375 -11.2497
C -17.2397 -10.1646 -12.3137
C -18.0820 -10.5994 -10.0490
O -18.0573 -11.3005 -8.9026
C -17.0300 -12.0075 -5.5356
O -16.8620 -11.5042 -6.7032
H -18.2311 -7.9158 -14.1026
H -16.5651 -8.2764 -14.0353
H -17.2140 -6.9062 -13.1784
H -18.8264 -7.4393 -11.1647
H -19.8011 -9.8095 -8.3782
H -20.6512 -7.7571 -7.7775
H -19.4761 -5.7710 -7.8601
H -18.4189 -6.3310 -9.1151
H -17.1861 -6.5141 -7.0284
H -17.4235 -8.0237 -7.7829
H -19.6401 -8.0058 -6.0130
H -18.2472 -7.2939 -5.1057
H -17.7692 -9.8651 -6.5083
H -17.9017 -9.1659 -3.6596
H -17.3024 -10.9982 -2.2307
H -15.6046 -13.3480 -1.1247
H -16.9331 -14.4868 -1.4319
H -17.2009 -12.9303 -0.7035
H -16.2896 -14.8426 -3.7004
H -16.1005 -15.2856 -5.9174
H -16.3123 -16.2739 -7.8937
H -15.3837 -15.2300 -9.0546
H -18.4821 -15.0569 -8.9664
H -17.8297 -16.5044 -9.6477
H -18.0875 -14.8996 -11.5722
H -16.3213 -15.0245 -11.1281
H -17.5697 -12.8486 -12.4919
H -16.7643 -10.5050 -13.2303
S -14.5229 -12.2955 -10.4996
C -12.9806 -12.1308 -9.8170
N -11.9055 -12.3280 -10.5189
C -10.5950 -12.4233 -9.8739
C -10.4978 -11.3529 -8.8113
N -11.7071 -11.3737 -7.9330
C -11.3820 -10.9825 -6.5278
C -10.9513 -9.5297 -6.4857
C -11.5593 -8.5272 -7.2150
C -11.0666 -7.2294 -7.1836
C -9.8916 -6.9328 -6.4862
C -9.2628 -7.9689 -5.7814
C -9.7898 -9.2538 -5.7828
C -12.8823 -11.7465 -8.3191
S -14.2450 -11.7185 -7.3767
C -11.9768 -12.7691 -11.9415
C -10.7611 -12.2783 -12.7104
C -9.8106 -13.1953 -13.1461
C -8.6605 -12.7630 -13.7230
C -8.4300 -11.4105 -13.8928
C -9.4192 -10.4888 -13.5114
C -10.5837 -10.9231 -12.9218
H -9.7905 -12.2732 -10.5945
H -10.5014 -13.4647 -9.5800
H -10.3271 -10.3368 -9.2088
H -9.6287 -11.5587 -8.2173
H -10.6300 -11.6752 -6.1233
H -12.2667 -11.1068 -5.9797
H -12.4108 -8.7693 -7.8577
H -11.5781 -6.4471 -7.7080
H -9.5054 -5.9279 -6.4110
H -8.3174 -7.8118 -5.3484
H -9.2365 -10.0419 -5.2848
H -12.9003 -12.3748 -12.3296
H -12.0365 -13.8461 -11.9815
H -9.9327 -14.2373 -13.0058
H -7.9521 -13.4907 -14.0538
H -7.5393 -11.1058 -14.3602
H -9.2195 -9.4331 -13.6589
H -11.3501 -10.2321 -12.6191

Okay, here come the Löwdin numbers, in e, for every atom: 0.856, -0.046, -0.262, 0.026, -0.124, -0.086, -0.006, -0.145, -0.159, -0.129, 0.082, 0.033, -0.091, 0.044, -0.263, -0.029, 0.059, -0.101, -0.050, -0.095, -0.153, -0.142, -0.211, -0.126, -0.118, -0.199, -0.011, -0.230, -0.198, -0.282, -0.231, 0.094, 0.075, 0.081, 0.125, 0.109, 0.113, 0.117, 0.114, 0.118, 0.102, 0.135, 0.126, 0.133, 0.158, 0.129, 0.085, 0.079, 0.087, 0.143, 0.137, 0.123, 0.116, 0.123, 0.117, 0.140, 0.134, 0.159, 0.131, 0.820, -0.583, -0.074, -0.074, -0.052, -0.077, -0.086, -0.227, -0.050, -0.063, -0.048, -0.053, -0.038, -0.654, 0.849, -0.091, -0.240, -0.050, -0.067, -0.042, -0.050, -0.047, 0.133, 0.151, 0.154, 0.134, 0.145, 0.059, 0.117, 0.103, 0.110, 0.096, 0.118, 0.072, 0.136, 0.111, 0.113, 0.099, 0.113, 0.119

Record 2
Molecular formula: C2H10N
Method: DFT, wB97M-V/def2-TZVPD

Its energy above the lowest of the compared OMol25 structures with the same formula, charge and spin is 1.400 eV. The HOMO-LUMO gap is 10.004 eV. The spin multiplicity is 1. The total energy is -3718.015 eV. Its maximum force is 4.7 eV/Å. Its total charge is +1.

Element x y z (Å)
N -2.5081 0.6228 -1.2869
H -2.2611 -0.4003 -1.4376
H -2.6486 0.5182 -0.2626
H -1.8427 1.4097 -1.2492
H -3.4403 0.8934 -1.6520
C 1.5511 -1.1374 0.8240
C 1.5453 0.3802 0.6589
H 2.1711 -1.2743 1.5997
H 1.7634 -1.6769 -0.0051
H 0.5411 -1.4533 1.2470
H 0.5439 0.6998 0.7711
H 2.2764 0.7040 1.4398
H 1.8749 0.7633 -0.3402

Okay, here come the natural (NBO) numbers, in e, for every atom: -0.896, 0.489, 0.453, 0.481, 0.472, -0.591, -0.612, 0.216, 0.207, 0.176, 0.168, 0.232, 0.205

Record 3
Molecular formula: C6H36NO12
Method: DFT, wB97M-V/def2-TZVPD

Its energy above the lowest of the compared OMol25 structures with the same formula, charge and spin is 3.983 eV. The HOMO-LUMO gap is 8.310 eV. The spin multiplicity is 1. The total energy is -32867.082 eV. Its maximum force is 2.8 eV/Å. Its total charge is -1.

Element x y z (Å)
C -2.2933 0.8779 -2.5383
N -2.3329 -0.4374 -1.8621
C -2.0391 -0.6216 -0.4587
C -3.3624 -0.5108 0.4147
C -2.7148 -0.3793 1.8407
O -2.4549 1.0063 1.9595
C -0.9561 1.4379 -2.2724
C -0.9593 2.9063 -2.7701
H -2.5699 0.8531 -3.5766
H -3.0741 1.5728 -2.2047
H -1.9279 -1.1356 -2.4685
H -1.7765 -1.7093 -0.3570
H -1.2125 -0.0488 0.0827
H -4.0413 0.3370 0.1688
H -3.9740 -1.4072 0.2176
H -3.4384 -0.7564 2.5559
H -1.8024 -0.9634 2.0548
H -0.5792 1.3827 -1.2118
H -0.2108 0.9385 -2.9295
H -0.8758 2.8264 -3.8417
H -0.0509 3.4438 -2.4210
H -1.8267 3.5104 -2.5762
H 0.3763 2.4189 2.3238
H 1.1150 -0.5792 0.7191
O 1.3709 -0.3571 1.6164
H -0.6339 -2.4816 1.6181
H -1.3062 -3.6924 1.4270
O -0.7945 -3.0864 0.8708
H -3.8509 2.4473 0.0199
H 0.6025 0.7324 2.5924
O 0.1708 1.6398 2.8350
H 0.5835 -2.2532 -0.4612
H 1.8108 -2.4038 -1.1305
O 1.2717 -1.6561 -0.8114
H 2.7173 -1.6267 -3.3878
H 3.8292 -1.2766 -2.4371
O 3.3726 -0.9293 -3.2382
H -2.6450 3.4259 -0.1515
H -1.8921 1.1544 2.7394
O -3.5566 3.2381 -0.4412
H 3.1622 1.4165 -0.7109
H 2.1218 0.8792 -1.6003
O 2.6567 1.6854 -1.4943
H 3.7717 -0.7399 -0.3465
H 3.9197 -1.5740 0.8896
O 4.2238 -1.5506 -0.0913
H 1.5592 -2.8162 3.5149
H 0.6947 -1.7595 2.6530
O 0.6939 -2.4558 3.3175
H 3.8950 -0.9051 2.5473
H 2.3431 -1.3140 2.1775
O 3.3508 -1.6821 2.3762
H 3.2098 1.6651 1.7180
H 2.7654 0.3402 1.4043
O 3.5639 0.9733 1.1363

Okay, here come the natural (NBO) numbers, in e, for every atom: -0.236, -0.659, -0.246, -0.417, -0.062, -0.753, -0.409, -0.621, 0.191, 0.198, 0.358, 0.230, 0.189, 0.191, 0.195, 0.145, 0.151, 0.216, 0.198, 0.190, 0.216, 0.201, 0.474, 0.487, -1.206, 0.486, 0.477, -0.956, 0.482, 0.537, -1.056, 0.489, 0.477, -0.960, 0.455, 0.485, -0.941, 0.480, 0.505, -0.959, 0.489, 0.468, -0.971, 0.457, 0.497, -1.021, 0.495, 0.493, -1.012, 0.476, 0.508, -1.036, 0.464, 0.507, -1.036